This record from OMol25 describes 5 unconnected molecules or ions with the total composition C40H86FN4O14S4 at a distorted geometry. The level of theory is wB97M-V/def2-TZVPD.

## Properties
* E: -123533.7030 eV
* lowest unoccupied orbital energy: -2.196 eV
* E_HOMO: -0.341 Ha
* HOMO-LUMO gap: 7.09 eV
* total charge: +1

Element x y z (Å)
H: 3.63702 4.58279 2.42239
H: -2.74334 -1.62390 -11.64612
H: -2.72237 2.98867 5.42535
C: -2.53452 0.03874 5.45446
F: -0.61836 2.52742 9.34390
C: 1.92527 -1.99257 1.91485
C: -1.64259 -0.07215 6.86475
H: 0.50502 0.39946 5.08612
H: 0.36910 2.58147 6.37655
H: 3.53603 -0.48921 -2.05865
H: -2.96302 4.85790 3.27052
H: -8.12292 -1.72062 6.99221
C: 9.87150 4.70926 3.27853
H: 0.05303 -3.32885 0.81636
S: -4.19398 -4.67874 -6.14507
O: -0.47299 -0.66810 -10.34143
H: 3.87910 2.08447 1.51902
C: 3.46824 4.99356 1.31636
O: 2.42748 -4.38059 -4.98029
H: -4.29607 -1.85905 3.42480
H: 0.50825 -2.17781 9.17952
H: 1.60544 -4.06901 -8.17274
O: -3.91824 -5.84333 -5.03817
H: 0.72959 -4.57395 -2.68246
H: -6.12214 0.36394 4.85279
C: 4.00545 3.91413 0.16676
O: 8.16020 2.19961 2.33678
S: 8.41718 2.82902 1.05808
C: 1.91049 -3.07381 -7.83315
H: 8.02256 0.88342 -0.20270
C: 4.15336 1.26255 -0.59693
O: 0.70181 -2.37329 -11.79950
H: -6.55745 -1.17588 3.85495
H: 0.02195 0.40578 10.54223
H: -0.96883 5.43829 4.70872
C: 0.81602 -1.06442 8.99276
H: -2.33162 -3.55677 -5.20817
C: 0.39471 0.64020 -12.94781
H: -1.97515 0.65353 3.47255
C: 1.38882 -1.66363 -0.58126
H: 1.10448 -0.86338 7.86247
H: -6.40414 -8.12257 -5.00279
H: -0.00075 1.71230 3.82727
H: 4.55468 1.90330 -1.51933
C: 8.87290 1.56162 -0.09892
C: -0.26072 1.33990 8.48295
H: 5.17716 3.92785 0.15269
H: 1.71069 -0.43317 -14.28600
C: -8.21641 -3.22531 5.28237
H: -5.69737 -2.50005 6.00108
H: 1.39892 7.08071 2.37986
H: -3.34500 0.90312 5.55652
S: -0.38418 -1.44625 -11.55765
H: 0.89926 -1.74782 -1.64171
H: 3.79173 -0.24273 1.85080
H: -1.78538 4.07468 6.68486
H: 2.30601 2.26303 0.44494
H: 1.16709 5.41060 3.22266
C: 0.81447 -2.43142 -7.00340
H: 2.23572 -0.45044 -12.60499
H: -1.92899 -2.74460 -12.79320
H: -4.84189 -8.19386 -5.85714
C: -1.91435 -2.31670 -11.78909
C: -0.37609 1.13561 4.77653
C: 1.02795 5.96220 2.18991
O: -4.44830 -5.30454 -7.42607
H: -1.39608 -0.42454 9.62098
C: -2.03488 4.13229 3.14320
H: 2.15097 -2.45784 -8.70392
H: -0.77399 -0.84358 6.70603
C: -0.32869 0.03072 9.46690
C: -4.31250 -0.96763 4.21001
H: 1.92276 -2.34107 3.03203
H: -2.52437 -3.23580 -6.95808
O: -3.32253 -1.21529 5.26987
H: -1.95904 -3.11606 -11.04556
H: 8.89355 4.33771 3.59765
H: -6.15366 -3.47673 4.10581
O: -9.53058 -2.96346 4.60970
H: -7.67618 -3.85029 3.04329
H: -5.78997 -5.82523 -4.13504
C: -1.66143 3.38866 5.71669
C: 1.89874 5.30084 0.95516
H: -2.10696 4.49326 0.89022
H: 5.08915 0.70880 -0.11430
H: -1.84642 -4.79781 -6.41619
H: -2.48610 3.03066 3.15274
C: -0.57087 6.00050 1.72616
C: 0.20659 -4.29148 -3.59925
C: -7.71843 -1.77934 5.87123
H: -0.14994 -5.18665 -4.11220
H: 0.87561 1.49472 8.19792
H: -1.19413 6.78976 2.36847
H: 2.43375 1.02429 -13.55895
H: -0.05909 -2.25634 -7.64252
S: 1.36710 -3.45177 -4.64841
H: -2.41313 -0.48057 7.68007
C: -5.61859 -7.52466 -5.47280
O: 0.39405 -3.28180 -5.94526
H: 9.10520 2.02244 -1.05876
H: 10.62067 3.99509 3.63562
C: -1.07736 4.28852 4.47321
H: 9.15886 5.51927 1.39622
H: 1.90912 6.04439 0.02200
H: -0.00381 1.31843 -13.71162
C: 3.48211 2.37916 0.43289
C: 1.77322 0.17241 -13.37597
H: 2.82622 -3.19901 -7.24832
H: -0.48584 3.64027 1.48412
O: -0.51487 -0.44619 -12.83841
C: -2.55331 -4.00073 -6.17842
O: 1.63772 -2.14581 -4.08818
H: 0.44015 1.20297 -12.00924
C: 0.91457 -2.53603 0.74106
H: 1.12994 -1.45714 -6.61488
H: 10.90409 5.28915 1.49490
H: 1.42299 4.27364 0.58089
C: -5.85439 -0.77289 4.73138
C: -7.24951 -3.88531 4.13563
H: -7.15700 -5.04400 4.40607
N: -1.53779 0.26820 4.33968
H: 10.03804 5.67420 3.76498
C: -5.03125 -6.53303 -4.48582
H: -8.21890 -0.86333 5.31501
N: -1.20240 1.30769 7.30042
H: 9.73382 1.01757 0.29401
H: -9.27048 -2.27449 3.90270
C: 2.95012 -0.86348 1.30320
H: 3.61060 4.27076 -0.89092
H: -4.05512 0.00445 3.56788
N: 2.51621 -0.74576 -0.14677
H: -0.61792 -3.61716 -3.36882
H: 1.80393 -0.83699 9.61701
N: -6.21937 -1.59763 5.95713
O: 9.86140 3.58218 1.12526
C: 9.93897 4.84680 1.76891
H: -8.47366 -4.01520 6.13676
H: -4.66827 -7.07875 -3.60682
O: -5.09082 -3.69447 -5.57983
H: -0.59767 6.37273 0.60064
H: 4.12330 5.98772 1.26368
C: 3.07963 0.18914 -1.21221
C: -1.26572 4.50636 1.73335
H: -2.07100 1.84539 7.59627
O: 7.45642 3.70801 0.42805
H: 2.14086 0.75618 -1.67266
H: -0.01623 3.86309 4.21091
H: -6.05763 -7.01194 -6.33340
C: -0.67410 2.08826 6.07812


This record from OMol25 describes 9 unconnected molecules or ions with the total composition C40H86N2O7 at a distorted geometry. The level of theory is wB97M-V/def2-TZVPD.

## Properties
* E: -60180.4897 eV
* lowest unoccupied orbital energy: 0.499 eV
* E_HOMO: -0.300 Ha
* SMILES: CCN(CC)CC.CCN(CC)CC.C1CCOC1.C1CCOC1.C1CCOC1.C1CCOC1.C1CCOC1.C1CCOC1.C1CCOC1
* HOMO-LUMO gap: 8.66 eV
* energy above the lowest of the compared OMol25 structures with the same formula, charge and spin: 68.5 kJ/mol

Element x y z (Å)
H: -5.55898 8.78951 -17.16494
C: -8.58436 5.89895 -23.17422
H: 2.18271 11.90808 -15.97571
C: -2.01408 1.38407 -19.48627
H: -3.64642 2.92243 -21.75281
H: -7.48765 6.53336 -15.30188
H: -2.48289 0.85071 -18.65932
O: -0.06020 7.88283 -14.40900
H: 1.74460 10.16309 -12.80581
C: -4.73333 7.92357 -13.30793
H: -2.51215 10.00521 -17.40285
H: -2.82982 8.14801 -12.09816
C: -5.66433 13.67753 -17.32845
H: 3.07184 12.50605 -17.43967
N: -5.40357 9.12266 -12.69599
H: -4.73732 6.09929 -18.21632
H: -1.84929 9.52004 -20.45659
C: -4.34894 13.10874 -15.37741
C: -4.69188 5.07076 -15.37671
H: 1.56827 11.27970 -18.85251
H: -6.68730 13.93747 -17.60055
H: -6.31353 9.66127 -18.44439
H: -7.84490 10.62696 -12.05317
C: -4.03266 6.40835 -18.98836
C: 3.72037 10.56796 -16.67135
C: 0.15101 9.25834 -14.04113
C: -9.75648 4.93304 -23.07001
H: -6.29665 7.98849 -18.62696
H: -2.33794 6.98224 -17.17216
H: -4.39414 5.10641 -14.32877
H: -1.14305 0.98823 -21.38070
H: -0.46552 6.46666 -22.81626
H: 1.08526 8.17628 -11.62540
H: -0.26932 6.70466 -12.67628
C: 2.65242 11.64286 -16.92288
H: -7.81202 11.43791 -13.60937
H: -1.82940 -0.47158 -20.80886
H: 4.06126 10.42796 -15.64553
C: 1.52199 7.96803 -12.60213
C: -5.85024 8.80540 -11.31891
H: -11.20931 6.55020 -22.94321
C: -3.74595 14.28103 -16.20035
C: -4.44962 8.82786 -19.11528
H: 0.20145 7.87659 -23.21517
H: -3.81892 6.93828 -11.59943
H: -5.38957 6.65886 -20.69807
C: -1.94983 9.07263 -17.44972
H: -2.09026 3.41761 -20.09606
H: -5.35981 3.58319 -16.71655
O: -9.84556 6.47772 -21.32659
H: 1.46996 8.85739 -18.27161
C: -10.71868 5.82843 -22.29018
H: -0.34882 10.02820 -21.09059
C: -6.88360 4.34347 -15.36856
C: -7.11079 7.82316 -11.31817
H: -2.81558 7.73593 -23.00636
C: -1.83379 8.16976 -23.19601
H: -3.28302 15.07590 -15.61555
H: -3.61212 12.35318 -15.10478
H: 4.60502 10.80514 -17.26232
C: -5.50263 3.84322 -15.66771
H: -3.63929 7.85362 -16.64091
H: -6.12715 9.69648 -10.75554
H: -4.72666 2.03945 -20.53797
H: -8.12259 7.44959 -21.64535
H: -8.12637 8.18301 -11.48306
C: 1.54275 11.04547 -17.78828
H: 2.49965 7.48615 -12.59457
H: -11.56079 5.21006 -21.97941
H: -4.36054 8.12323 -14.31256
H: -6.55536 11.72896 -12.59306
H: -5.12032 8.35893 -10.64366
H: -1.58143 8.33724 -24.24308
O: -3.27698 0.90557 -21.36882
H: -1.36343 8.96560 -16.53716
H: -3.08525 13.94832 -17.00090
H: 0.28659 7.98270 -20.77586
C: 1.55345 9.26409 -13.39178
C: -3.52076 7.42333 -12.52891
C: -5.57046 12.62283 -16.16819
H: -7.16160 5.77209 -16.92418
H: -3.18371 5.72855 -18.91580
H: -9.58300 4.01638 -22.50633
H: -9.95190 4.79545 -24.13349
O: -4.94365 14.80234 -16.82883
H: -7.72140 3.75576 -15.74377
H: 0.91447 6.12708 -13.77835
O: -1.87688 9.43524 -22.50954
H: 2.34004 9.20951 -14.14436
H: -8.87631 6.79164 -23.72737
C: -4.47859 6.12169 -20.43416
C: -3.72543 2.20555 -20.93553
C: -8.51124 6.43987 -21.77763
O: 3.24045 9.40119 -17.33029
H: -4.57324 5.07203 -20.71229
H: -7.08154 4.31151 -14.29715
H: 0.01725 9.93822 -14.88254
H: -6.46013 12.52195 -15.54657
H: -1.27836 9.00267 -18.30548
C: -5.67487 8.79991 -18.24871
C: -1.16681 9.33482 -21.28606
H: -7.12621 7.30105 -10.36148
C: -6.44394 9.69588 -13.55967
O: -5.55866 6.18821 -15.71973
H: -0.60351 9.52367 -13.30059
C: -2.88589 7.88915 -17.42783
H: -5.25661 13.28165 -18.25858
H: -1.33919 7.34800 -20.57699
H: -5.40272 7.08218 -13.48702
H: 1.38977 9.22393 -16.55734
C: -0.64875 7.52501 -22.63067
N: -3.50561 7.75113 -18.76836
H: -5.32797 3.05232 -14.93827
H: -7.70616 5.37477 -23.55118
H: -0.98919 1.62149 -19.20108
H: -7.21119 8.95726 -13.79178
H: -3.95324 9.79711 -19.16266
H: 0.54023 11.27919 -17.42994
C: -1.97542 0.60840 -20.78827
H: -8.02891 5.69534 -21.14427
H: -3.79269 6.66539 -21.08381
C: -6.90064 5.80899 -15.86652
H: -3.80162 5.16975 -15.99780
C: 1.81238 9.55395 -17.50633
H: -2.86737 6.67782 -12.98211
H: -4.76452 8.77514 -20.15746
H: -5.97132 9.86594 -14.52704
C: -2.79929 2.63935 -19.81378
C: 0.48952 7.04811 -13.37933
H: -7.05960 6.98931 -12.01830
H: -5.35749 11.69413 -16.69759
H: -4.76665 13.67211 -14.54300
C: -0.70631 7.95468 -21.22469
C: -7.19827 10.89939 -12.88728
H: -3.34413 2.87219 -18.89888


> What is the formula in the second record?

C40H86N2O7


> HOMO-LUMO gap of number 2 (C40H86N2O7)?

8.66 eV